{"formula": "C5H12NO", "method": "ωB97M-V with the def2-TZVPD basis set", "s_squared": 2.014, "charge": 1, "orbital_gap_ev": [7.21, 8.87], "multiplicity": 3, "e_tot_ha": -327.26215, "symbols": ["O", "N", "C", "C", "C", "C", "C", "H", "H", "H", "H", "H", "H", "H", "H", "H", "H", "H", "H"], "positions_angstrom": [[-2.1538, -0.6977, 0.1185], [0.2872, -1.2703, -1.0967], [1.1633, -0.8832, 1.1758], [0.6849, 2.2360, -0.2382], [1.0712, -0.3087, -0.2314], [0.3558, 0.9758, -0.2572], [-2.0266, 0.6692, 0.0011], [-2.2231, 1.2798, 0.8633], [0.2730, -0.9563, -2.0728], [0.1764, -1.1003, 1.5751], [-0.6960, -1.2580, -0.7280], [-0.0586, 3.0126, -0.1845], [0.6695, -2.2206, -1.0489], [1.6338, -0.1569, 1.8325], [1.7653, -1.7881, 1.1906], [-2.4107, -0.9509, 1.0124], [1.7113, 2.5841, -0.2859], [2.0820, -0.2048, -0.6535], [-2.3050, 1.0385, -0.9722]]}


{"formula": "C5H21N2O3", "method": "ωB97M-V with the def2-TZVPD basis set", "charge": 1, "orbital_gap_ev": 8.86, "e_tot_ha": -538.12770, "symbols": ["O", "O", "O", "N", "N", "C", "C", "C", "C", "C", "H", "H", "H", "H", "H", "H", "H", "H", "H", "H", "H", "H", "H", "H", "H", "H", "H", "H", "H", "H", "H"], "positions_angstrom": [[2.4962, -1.7550, 0.7656], [0.4888, -2.0253, 2.6575], [1.2373, 2.1446, 1.7500], [-2.7167, 0.3920, -1.3392], [2.3608, 0.7123, -0.4197], [-1.5561, 0.8982, -0.6121], [-3.7219, -0.1993, -0.4692], [-0.5549, -0.2355, -0.3679], [0.4325, -0.4324, -1.5186], [1.4702, 0.6686, -1.6310], [1.4271, 3.0132, 2.1171], [-4.1335, 0.5013, 0.2695], [-1.1251, -1.1582, -0.2756], [-4.5519, -0.5729, -1.0639], [0.9371, -1.3970, -1.4307], [0.9209, 1.5903, 2.4730], [0.6489, -2.5097, 3.4776], [1.9295, 1.3001, 0.3142], [1.7857, -1.9388, 1.4132], [-0.0189, -0.0913, 0.5784], [0.9977, 1.6437, -1.7209], [-0.1116, -0.4562, -2.4629], [-1.8372, 1.3718, 0.3383], [2.4869, -0.2388, -0.0052], [-3.1312, 1.1372, -1.8815], [-1.1126, 1.6793, -1.2335], [-3.3002, -1.0495, 0.0639], [-0.3675, -2.3348, 2.3387], [2.0996, 0.5398, -2.5077], [3.2492, -2.2992, 1.0339], [3.2710, 1.1013, -0.6512]]}


{"formula": "C40H75BrCl22N5O2", "method": "ωB97M-V with the def2-TZVPD basis set", "charge": 1, "orbital_gap_ev": 5.89, "e_tot_ha": -14691.12715, "symbols": ["Br", "Cl", "Cl", "Cl", "Cl", "Cl", "Cl", "Cl", "Cl", "Cl", "Cl", "Cl", "Cl", "Cl", "Cl", "Cl", "Cl", "Cl", "Cl", "Cl", "Cl", "Cl", "Cl", "O", "O", "N", "N", "N", "N", "N", "C", "C", "C", "C", "C", "C", "C", "C", "C", "C", "C", "C", "C", "C", "C", "C", "C", "C", "C", "C", "C", "C", "C", "C", "C", "C", "C", "C", "C", "C", "C", "C", "C", "C", "C", "C", "C", "C", "C", "C", "H", "H", "H", "H", "H", "H", "H", "H", "H", "H", "H", "H", "H", "H", "H", "H", "H", "H", "H", "H", "H", "H", "H", "H", "H", "H", "H", "H", "H", "H", "H", "H", "H", "H", "H", "H", "H", "H", "H", "H", "H", "H", "H", "H", "H", "H", "H", "H", "H", "H", "H", "H", "H", "H", "H", "H", "H", "H", "H", "H", "H", "H", "H", "H", "H", "H", "H", "H", "H", "H", "H", "H", "H", "H", "H"], "positions_angstrom": [[2.9006, -1.5691, -3.9771], [-2.9499, -5.4940, -1.6676], [-4.4734, -1.8480, -0.5744], [7.3327, 0.6002, -7.6192], [9.7802, 1.2875, -9.0553], [9.9149, 4.8481, 5.6851], [8.9420, 7.5791, 5.3466], [8.8818, -0.2890, 2.7779], [5.9503, -3.0349, -7.1318], [-5.8022, -4.2694, 0.3727], [2.1292, -6.2341, 5.6379], [-8.6342, 2.8093, 2.1731], [-8.6121, 2.6966, -3.9191], [-1.2617, -6.4652, 0.5003], [-10.1449, 0.8858, 3.7989], [9.3620, 2.5653, 3.1951], [7.0413, 4.7621, -11.7779], [3.8377, -1.7778, -8.7074], [-0.4181, -5.9656, 4.2388], [6.8661, 4.3085, 2.4497], [7.1783, 2.0853, 0.5801], [5.9358, 2.2034, -10.9109], [-10.1829, 3.7182, -6.1766], [-1.3236, 2.3030, 0.9909], [-0.6729, 3.0172, 3.0389], [4.3726, 0.7181, 1.6999], [2.5481, -0.6998, 2.3224], [3.9750, -0.5725, 4.3581], [3.2345, -0.7095, 0.0547], [-8.5078, 1.5418, -0.4622], [-5.2955, -3.3425, -1.0429], [-3.9544, -2.5032, 2.9986], [0.6689, -4.1138, 1.6915], [2.7250, -0.1403, 3.7079], [1.4038, 2.2216, 0.4634], [4.9259, -1.6061, -7.3248], [7.5728, 3.7760, 0.9181], [-1.4498, 3.0974, 2.1350], [2.8636, 0.4502, -0.8187], [4.5322, -1.9562, -2.9379], [-7.3614, -0.4743, 0.6287], [0.4262, 2.5067, -0.7486], [-6.4063, -1.6771, 2.7076], [5.5674, 3.8275, -11.5115], [-4.9864, -1.3638, 3.3673], [10.1005, 0.9638, 3.0573], [-1.4983, -3.1537, 2.6832], [2.8614, 1.8424, -0.0717], [-7.1849, -0.3854, 2.2169], [8.5629, 5.8623, 5.1711], [-2.5274, -1.9346, 2.5765], [-8.7116, 0.2360, 0.1907], [1.0183, -6.9691, 4.4769], [-7.6141, 3.2812, -1.8690], [-0.7410, -3.4618, 1.3290], [-2.6697, 4.0872, 2.1598], [1.4369, -1.6659, 2.1120], [-2.3154, -6.9229, -0.8427], [-9.3204, 2.6841, -0.2894], [4.1237, -2.4780, -1.4903], [-9.6474, 2.2739, -5.3029], [3.3484, -0.2596, 1.4152], [1.8596, -3.0594, 1.5182], [8.1276, 0.6827, -9.2001], [-8.8183, 3.7676, -1.1068], [-7.5352, 1.9222, -1.3740], [-9.3738, 2.4778, 3.7538], [4.4735, -1.3970, -0.3782], [-0.8929, 3.1319, -0.1299], [3.9889, 1.9936, 1.0253], [7.1803, 4.3958, 0.1165], [8.3459, 5.6558, 4.1288], [0.9494, 3.2173, -1.4435], [4.3329, -1.4764, -6.4239], [-9.2160, 4.7993, -1.1862], [4.6983, -3.4284, -1.2952], [5.2982, -0.7082, -0.7079], [3.5627, 0.4245, -1.7006], [-2.4368, 4.9019, 2.8879], [-0.8194, -2.9334, 3.5465], [-0.5742, 4.1224, 0.3081], [5.1949, -2.7033, -3.4343], [-9.4375, 0.3524, 1.0403], [-5.1624, -1.3712, 4.4776], [1.5292, -7.0832, 3.5242], [1.8412, 0.2236, -1.2385], [-6.2552, -2.4048, 1.8734], [1.0243, 1.2690, 0.9431], [-2.0707, -4.0807, 2.9529], [-8.1567, -0.2240, 2.7328], [1.9539, -2.9236, 0.4031], [2.8430, -3.4481, 1.8822], [-1.3563, -4.1936, 0.7291], [5.2921, 0.3849, 1.4093], [7.5594, 1.3545, -9.8446], [-10.2055, 2.7810, 0.3619], [4.8926, -1.9851, 0.4926], [-3.7684, -3.1023, 3.9369], [4.4978, -1.2366, 3.7919], [4.9515, 4.3413, -10.7789], [-6.7981, 1.1429, -1.6681], [-4.6097, -3.9503, -1.6295], [8.1533, -0.3142, -9.6329], [-2.8770, 4.4811, 1.1295], [-2.2361, -1.0801, 3.2478], [2.7455, 0.9862, 3.6652], [0.1656, 1.5446, -1.2723], [-10.1300, 3.2329, 3.9493], [0.7026, -4.5719, 2.7133], [-7.3764, -1.5455, 0.2822], [-6.4932, 0.0447, 0.1537], [3.0873, 2.6114, -0.8692], [-3.1462, -7.5071, -0.4573], [-9.0870, 1.6391, -5.9851], [-6.5309, 0.5124, 2.3993], [-8.6056, 2.5188, 4.5216], [3.0404, -2.7445, -1.4411], [-7.0459, -2.1622, 3.4953], [5.0298, 3.7406, -12.4515], [-10.5211, 1.7410, -4.9371], [0.7103, -7.9418, 4.8500], [-3.5919, 3.5467, 2.5075], [5.1285, -1.0104, -2.8234], [-0.6373, -2.5489, 0.6785], [4.9172, 2.3561, 0.4943], [5.5624, -0.7360, -7.4831], [-6.9861, 3.8175, -2.6000], [-4.3069, -3.2139, 2.2106], [0.9738, -1.8683, 3.1166], [4.5464, 0.2404, 4.5896], [8.6520, 3.8801, 0.9714], [1.8794, -0.4072, 4.3859], [0.6456, -1.1397, 1.5145], [-2.5576, -1.5497, 1.5164], [-1.7449, -7.5149, -1.5529], [3.6375, 2.7693, 1.7640], [1.4238, 3.0313, 1.2331], [10.6282, 0.7401, 3.9801], [-4.6268, -0.3335, 3.0798], [10.7982, 0.9678, 2.2245], [-1.6725, 3.2371, -0.9225], [7.6956, 5.6290, 5.7831], [-9.1935, -0.4268, -0.5885], [0.8528, -4.8937, 0.9004], [-6.1727, -3.0932, -1.6341]]}